Model i:
Here is a cluster of 2 separate species, C6H9N2O2 in total from the Open Molecules 2025 dataset. Energies are from the ωB97M-V functional and the def2-TZVPD basis.

Properties
- HOMO level: -0.99 eV
- Kohn-Sham gap: 4.42 eV

```
! wB97M-V def2-TZVPD RIJCOSX def2/J DEFGRID3
* xyz -1 1
C -0.28139 -1.77848 2.87121
C 0.83372 -0.47083 -1.21482
C 0.55000 1.08047 -1.71977
C 0.56478 -0.75930 0.31138
C -1.36267 0.46528 -0.00997
C -0.41677 1.63699 -0.54562
N 0.32739 1.56002 0.67566
N -0.22346 0.24290 0.93893
O 0.83638 -2.08269 2.97346
O -1.43192 -1.59070 2.83207
H 0.22660 -1.07706 -1.84676
H 1.94193 -0.67307 -1.38190
H 1.35226 1.74709 -1.48882
H 0.22572 1.21632 -2.71124
H 0.07375 -1.70255 0.43012
H 1.48135 -0.89560 0.86034
H -2.37827 0.83175 0.51222
H -1.51789 -0.32526 -0.75049
H -0.80152 2.57474 -0.73599
*
```

Model ii:
Here is a cluster of 2 separate species, C6H9N2O2 in total from the Open Molecules 2025 dataset. Energies are from the ωB97M-V functional and the def2-TZVPD basis.

Properties
- HOMO level: -4.79 eV
- Kohn-Sham gap: 8.43 eV

```
! wB97M-V def2-TZVPD RIJCOSX def2/J DEFGRID3
* xyz -1 1
C 0.88256 -2.77381 1.90715
C -0.94607 0.31468 1.67285
C 0.96147 -0.51718 0.77433
C 0.38918 -1.40643 1.64854
N 0.17490 0.59551 0.77481
N -0.73723 -0.87921 2.14035
H 0.26894 1.31247 -0.02714
H -1.64409 1.00070 1.92516
H 1.84623 -0.55611 0.18925
H 0.47595 -3.52012 1.18506
H 0.79778 -3.06163 2.94918
H 1.90711 -2.94242 1.63438
C -0.93311 1.23540 -2.57919
C -0.14233 2.48130 -2.06720
O 0.54068 2.36981 -0.98563
O -0.26151 3.45182 -2.80372
H -1.95211 1.00905 -2.11003
H -0.36049 0.30605 -2.61140
H -1.26786 1.58011 -3.61676
*
```

Model iii:
Here is a cluster of 2 separate species, C6H9N2O2 in total from the Open Molecules 2025 dataset. Energies are from the ωB97M-V functional and the def2-TZVPD basis.

Properties
- HOMO level: -3.75 eV
- Kohn-Sham gap: 6.75 eV

```
! wB97M-V def2-TZVPD RIJCOSX def2/J DEFGRID3
* xyz -1 1
C -0.06062 -0.39932 -1.24071
C -1.31748 -0.75113 -0.51035
C -2.84813 -0.65606 0.99346
C -1.95285 -1.97329 -0.57359
N -1.91136 0.05812 0.45120
N -2.81782 -1.98828 0.48934
H -3.55575 -0.44905 1.76995
H 0.21298 -1.11534 -1.99212
H 0.78680 -0.41714 -0.36142
H -3.57034 -2.65198 0.51401
H -1.92701 -2.73120 -1.32775
H 0.02624 0.64351 -1.58896
C 2.06481 2.34909 -0.68147
C 2.61141 1.22605 0.27880
O 2.97149 0.16853 -0.31704
O 2.60926 1.56109 1.47759
H 1.01648 2.48217 -0.48105
H 2.21748 2.09699 -1.73204
H 2.76354 3.22568 -0.47414
*
```

Model iv:
Here is a cluster of 2 separate species, C6H9N2O2 in total from the Open Molecules 2025 dataset. Energies are from the ωB97M-V functional and the def2-TZVPD basis.

Properties
- HOMO level: -4.75 eV
- Kohn-Sham gap: 8.30 eV

```
! wB97M-V def2-TZVPD RIJCOSX def2/J DEFGRID3
* xyz -1 1
C -0.43839 -1.05434 -3.12077
C 0.43880 -2.05709 0.25963
C 0.62600 -0.04570 -0.82272
C 0.10311 -1.05315 -1.68488
N 0.77559 -0.72020 0.37104
N 0.11928 -2.28097 -1.00561
H 0.97691 -0.22302 1.31237
H 0.42518 -2.67411 1.10923
H 0.95535 0.94791 -0.98585
H -1.40647 -1.58648 -3.31772
H 0.32916 -1.72654 -3.60055
H -0.53750 -0.15779 -3.68391
C -0.75229 1.94122 1.66647
C 0.24731 1.61015 2.81401
O 0.86885 0.52925 2.71849
O 0.34295 2.47446 3.73599
H -0.26472 2.27973 0.77847
H -1.43613 2.71521 2.11195
H -1.37300 1.08145 1.34437
*
```

Among the structures above, stability is greatest for model iv.